Molecular formula: C8H10N2OS
Method: DFT, ωB97M-V/def2-TZVPD

Structure (ORCA input):
```
! wB97M-V def2-TZVPD RIJCOSX def2/J DEFGRID3
* xyz 0 1
C -2.05 -0.05 -1.46
C 2.37 -1.14 1.00
C -3.33 0.31 -1.36
C -1.09 -1.14 -1.92
C 0.73 1.87 0.51
C 1.09 0.77 1.51
C 0.21 -0.46 1.45
C -0.69 0.11 -1.25
N 2.42 0.23 1.30
N 1.06 -1.52 1.33
O 3.27 -1.87 0.68
S 0.67 1.09 -1.21
H -3.65 1.12 -0.80
H -4.17 -0.19 -1.83
H -0.93 -2.11 -1.38
H -1.04 -1.26 -2.98
H -0.28 2.14 0.66
H 1.44 2.71 0.38
H 1.09 1.24 2.54
H -0.84 -0.38 1.24
H 3.01 0.83 0.86
H 0.70 -2.30 0.74
*
```

Properties
Highest occupied orbital energy (spin up / spin down)   -7.6 / -7.2 eV
HOMO-LUMO gap (spin up / spin down)   7.97 / 6.26 eV
Energy relative to the best compared isomer or geometry (same formula, charge and spin)   4.574 eV

Atomic partial charges in e from the Mulliken method, atoms 1 to 6:
1 C 0.6169
2 C 0.3245
3 C -0.9257
4 C -0.4628
5 C -0.9436
6 C 0.4765

Molecular formula: C3H4NP
Method: DFT, ωB97M-V/def2-TZVPD

Structure (ORCA input):
```
! wB97M-V def2-TZVPD RIJCOSX def2/J DEFGRID3
* xyz 0 1
C -0.36 0.87 0.35
C -1.15 -0.08 -0.41
N -0.55 -1.10 -0.92
P 1.14 -1.10 -0.59
C 0.91 0.47 0.26
H -0.80 1.92 0.61
H -2.24 -0.14 -0.45
H 1.30 -2.02 0.41
H 1.76 1.17 0.74
*
```

Properties
Highest occupied orbital energy   -9.5 eV
HOMO-LUMO gap   9.66 eV
Structure (SMILES)   c1cn[pH]c1
Energy relative to the best compared isomer or geometry (same formula, charge and spin)   0.431 eV

Atomic partial charges in e from the Mulliken method, atoms 1 to 6:
1 C -0.3238
2 C -0.0421
3 N -0.4821
4 P -0.0013
5 C -0.1391
6 H 0.2669

Molecular formula: CH12N2O4
Method: DFT, ωB97M-V/def2-TZVPD

Structure (ORCA input):
```
! wB97M-V def2-TZVPD RIJCOSX def2/J DEFGRID3
* xyz 0 1
N 1.76 0.59 1.17
C 0.27 0.61 1.04
N -0.31 -0.35 1.89
H 1.99 0.82 2.14
H -0.10 0.41 0.04
H -0.07 1.61 1.31
H -0.01 -1.31 1.62
H -1.06 1.27 -1.78
H 1.96 -0.39 0.93
O -2.48 -0.19 0.20
H 1.15 -0.97 -1.55
H 0.67 -0.56 -3.00
O 0.33 -0.54 -2.12
H -1.35 -0.35 1.61
H 2.11 -2.45 -0.76
O 2.12 -1.53 -0.48
H -3.25 -0.56 -0.28
H -2.19 1.17 -0.56
O -1.43 1.75 -1.02
*
```

Properties
Highest occupied orbital energy   -9.6 eV
HOMO-LUMO gap   3.79 eV
Energy relative to the best compared isomer or geometry (same formula, charge and spin)   9.864 eV

Atomic partial charges in e from the Mulliken method, atoms 1 to 6:
1 N -0.3938
2 C 0.0667
3 N -0.4895
4 H 0.2861
5 H 0.0865
6 H 0.3724

Molecular formula: C57H40BrMnN11S5
Method: DFT, ωB97M-V/def2-TZVPD

Structure (ORCA input):
```
! wB97M-V def2-TZVPD RIJCOSX def2/J DEFGRID3
* xyz -2 2
Mn -0.41 0.16 0.08
N 0.39 -1.64 0.30
S 1.07 -2.89 0.08
N 1.40 -3.43 -1.48
S 2.50 -2.81 -2.36
N 2.71 -1.29 -2.48
S 1.45 -0.20 -2.73
N 0.74 0.36 -1.61
C 0.53 -0.97 -4.08
C -0.49 -1.83 -3.72
C -1.23 -2.46 -4.72
C -0.96 -2.18 -6.06
C 0.05 -1.29 -6.40
C 0.80 -0.69 -5.41
C 2.37 1.07 -3.60
C 1.76 2.32 -3.62
C 2.41 3.37 -4.25
C 3.65 3.18 -4.84
C 4.26 1.93 -4.80
C 3.62 0.87 -4.17
C 4.11 -3.40 -1.91
C 5.19 -2.54 -1.81
C 6.44 -3.07 -1.55
C 6.61 -4.44 -1.42
C 5.52 -5.29 -1.55
C 4.26 -4.78 -1.80
C 2.24 -3.59 -3.93
C 1.43 -4.71 -4.04
C 1.33 -5.35 -5.26
C 2.05 -4.89 -6.35
C 2.87 -3.78 -6.23
C 2.98 -3.13 -5.01
C 0.11 -4.30 0.64
C -0.89 -4.81 -0.19
C -1.80 -5.72 0.33
C -1.70 -6.11 1.66
C -0.71 -5.59 2.48
C 0.19 -4.67 1.97
C 2.63 -3.12 0.94
C 3.27 -1.99 1.40
C 4.48 -2.11 2.06
C 5.04 -3.36 2.24
C 4.39 -4.50 1.78
C 3.18 -4.39 1.12
H -0.69 -2.01 -2.68
H -2.02 -3.14 -4.46
H -1.54 -2.66 -6.83
H 0.24 -1.07 -7.44
H 1.59 0.00 -5.68
H 0.81 2.44 -3.13
H 1.95 4.35 -4.25
H 4.14 4.00 -5.34
H 5.23 1.78 -5.25
H 4.09 -0.10 -4.10
H 5.01 -1.48 -1.90
H 7.29 -2.41 -1.44
H 7.59 -4.85 -1.21
H 5.66 -6.36 -1.46
H 3.40 -5.42 -1.91
H 0.87 -5.03 -3.17
H 0.69 -6.22 -5.36
H 1.96 -5.39 -7.31
H 3.44 -3.42 -7.08
H 3.62 -2.26 -4.89
H -0.97 -4.47 -1.21
H -2.59 -6.08 -0.30
H -2.42 -6.81 2.06
H -0.66 -5.88 3.52
H 0.94 -4.23 2.61
H 2.80 -1.02 1.27
H 4.96 -1.22 2.45
H 5.99 -3.46 2.76
H 4.83 -5.48 1.94
H 2.66 -5.27 0.76
S 1.96 1.17 1.14
C 1.69 2.52 2.13
S 0.41 3.63 1.80
C 2.54 2.77 3.23
C 2.45 3.93 4.05
N 2.43 4.85 4.75
C 3.59 1.87 3.56
N 4.44 1.15 3.86
Br 0.88 5.43 -1.54
C -0.49 4.30 -0.86
C -1.80 4.64 -0.96
C -2.77 3.69 -0.57
C -2.32 2.42 -0.24
N -1.04 2.06 -0.14
C -0.08 3.08 -0.18
H -2.09 5.58 -1.41
H -3.82 3.90 -0.64
H -3.04 1.62 -0.09
H 0.91 2.71 -0.42
C -1.17 0.13 2.17
C -2.45 -0.52 2.17
C -2.57 -1.93 2.10
C -3.79 -2.56 2.07
C -4.99 -1.82 2.12
C -4.89 -0.42 2.18
C -3.67 0.21 2.21
C -6.25 -2.47 2.15
N -7.28 -3.00 2.20
H -0.39 -0.45 2.65
H -1.21 1.16 2.53
H -1.66 -2.52 2.05
H -3.84 -3.64 2.02
H -5.81 0.16 2.22
H -3.63 1.29 2.27
N -2.21 -0.61 -0.77
C -3.14 -1.11 -1.23
C -4.26 -1.72 -1.82
C -5.19 -0.95 -2.55
N -5.95 -0.34 -3.17
C -4.40 -3.12 -1.77
N -4.48 -4.28 -1.78
*
```

Properties
Highest occupied orbital energy (spin up / spin down)   -1.6 / -1.5 eV
HOMO-LUMO gap (spin up / spin down)   4.14 / 4.02 eV
Energy relative to the best compared isomer or geometry (same formula, charge and spin)   0.000 eV

Atomic partial charges in e from the Mulliken method, atoms 1 to 6:
1 Mn -0.7020
2 N 0.7399
3 S 0.6019
4 N 0.3528
5 S 1.0759
6 N -0.1419

Molecular formula: C22H36N2O4
Method: DFT, ωB97M-V/def2-TZVPD

Structure (ORCA input):
```
! wB97M-V def2-TZVPD RIJCOSX def2/J DEFGRID3
* xyz 0 1
C 6.06 -2.76 -0.37
C 4.74 -2.72 -1.12
C 4.61 -1.50 -2.04
C 4.74 -0.17 -1.30
C 3.80 -0.11 -0.11
O 4.18 -0.05 1.04
N 2.49 -0.08 -0.45
C 1.45 -0.29 0.52
N 0.94 -1.65 0.42
C 0.70 -2.29 -0.75
O 0.94 -1.81 -1.84
C 0.10 -3.68 -0.57
C -1.40 -3.58 -0.32
C -2.05 -4.96 -0.20
C -3.55 -4.86 0.04
C 0.37 0.77 0.35
C -0.95 0.48 0.07
C -1.87 1.50 -0.07
C -1.50 2.83 0.05
O -2.30 3.91 -0.10
C -3.70 3.73 -0.21
C -4.36 3.39 1.13
C -4.14 4.52 2.12
C -5.85 3.11 0.93
C -0.14 3.13 0.33
O 0.15 4.45 0.45
C 1.49 4.82 0.70
C 0.77 2.10 0.48
H 6.15 -3.71 0.17
H 6.90 -2.67 -1.05
H 6.11 -1.96 0.36
H 3.91 -2.72 -0.41
H 4.64 -3.62 -1.73
H 5.38 -1.55 -2.81
H 3.64 -1.55 -2.55
H 4.50 0.65 -1.99
H 5.76 -0.03 -0.94
H 2.21 -0.26 -1.41
H 1.92 -0.18 1.50
H 0.69 -2.11 1.28
H 0.59 -4.20 0.25
H 0.28 -4.24 -1.49
H -1.59 -3.02 0.60
H -1.87 -3.04 -1.15
H -1.58 -5.50 0.63
H -1.86 -5.53 -1.11
H -3.76 -4.31 0.96
H -3.99 -5.85 0.12
H -4.03 -4.34 -0.79
H -1.27 -0.54 -0.04
H -2.90 1.24 -0.29
H -3.94 2.98 -0.97
H -4.07 4.70 -0.56
H -3.88 2.48 1.53
H -4.51 4.25 3.11
H -3.08 4.75 2.20
H -4.67 5.42 1.80
H -6.00 2.28 0.25
H -6.32 2.87 1.87
H -6.34 3.99 0.51
H 1.49 5.91 0.73
H 1.84 4.43 1.66
H 2.16 4.48 -0.10
H 1.80 2.30 0.70
*
```

Properties
Highest occupied orbital energy   -8.0 eV
HOMO-LUMO gap   8.67 eV
Structure (SMILES)   CCCCC(=O)NC(NC(=O)CCCC)c1ccc(OCC(C)C)c(OC)c1
Energy relative to the best compared isomer or geometry (same formula, charge and spin)   0.049 eV

Atomic partial charges in e from the Mulliken method, atoms 1 to 6:
1 C -1.3840
2 C 0.0379
3 C -0.7011
4 C -1.0460
5 C 0.5035
6 O -0.6972

Molecular formula: FHIPS
Method: DFT, ωB97M-V/def2-TZVPD

Structure (ORCA input):
```
! wB97M-V def2-TZVPD RIJCOSX def2/J DEFGRID3
* xyz 0 1
F -2.04 -1.19 1.80
P -2.11 -1.03 0.18
S -2.92 -2.64 -0.62
I -3.63 0.85 0.00
H -0.03 0.63 0.39
*
```

Properties
Highest occupied orbital energy (spin up / spin down)   -9.8 / -9.5 eV
HOMO-LUMO gap (spin up / spin down)   6.79 / 8.38 eV
Energy relative to the best compared isomer or geometry (same formula, charge and spin)   3.165 eV

Partial charges, Mulliken, in e:
1 F -0.1891
2 P 0.2740
3 S -0.2134
4 I 0.0794
5 H 0.0491

Molecular formula: C25H25BrF5GaN3O2P2Te
Method: DFT, ωB97M-V/def2-TZVPD

Structure (ORCA input):
```
! wB97M-V def2-TZVPD RIJCOSX def2/J DEFGRID3
* xyz 1 1
Ga 1.09 -0.30 -0.06
C 0.79 0.32 3.61
P 0.96 -0.97 2.33
C -0.25 -2.24 2.75
C 2.61 -1.68 2.57
C 2.84 -2.66 3.52
C 4.10 -3.24 3.66
C 5.14 -2.84 2.83
C 4.92 -1.86 1.87
C 3.67 -1.27 1.73
P 3.42 -0.02 0.45
C 4.45 -0.43 -0.97
C 4.06 1.54 1.12
H 0.94 -0.12 4.60
H -0.21 0.76 3.57
H 1.53 1.10 3.47
H -0.17 -2.55 3.80
H -0.09 -3.10 2.10
H -1.25 -1.85 2.57
H 2.04 -3.00 4.17
H 4.26 -4.00 4.40
H 6.11 -3.29 2.93
H 5.74 -1.57 1.22
H 4.23 -1.45 -1.28
H 5.51 -0.31 -0.74
H 4.18 0.23 -1.79
H 5.08 1.40 1.50
H 3.44 1.90 1.94
H 4.08 2.29 0.34
Br -2.36 3.58 -5.78
C -3.40 2.99 -4.32
C -4.05 3.92 -3.52
C -4.81 3.48 -2.45
C -4.88 2.12 -2.16
C -4.27 1.19 -2.99
C -3.53 1.63 -4.07
N -5.69 1.80 -1.02
N -5.34 1.00 -0.15
C -4.04 0.36 -0.21
C -4.00 -1.00 -0.31
C -2.78 -1.70 -0.41
C -1.59 -1.01 -0.35
O -0.38 -1.59 -0.45
C -1.62 0.40 -0.13
N -0.42 1.04 0.00
C -0.39 2.35 0.16
C -1.56 3.12 0.25
C -2.78 2.50 0.16
C -2.84 1.10 -0.06
H -3.98 4.98 -3.74
H -5.36 4.18 -1.83
H -4.37 0.13 -2.81
H -3.05 0.92 -4.72
H -4.93 -1.55 -0.37
H -2.76 -2.76 -0.57
H 0.58 2.82 0.24
H -1.48 4.18 0.40
H -3.69 3.06 0.25
F 0.92 -1.71 -4.29
Te 0.80 -1.95 -2.45
F 1.84 -2.18 -0.59
F 0.23 -3.69 -2.26
F 2.49 -2.68 -2.79
F -1.00 -1.58 -2.88
O 1.26 -0.22 -2.00
*
```

Properties
Highest occupied orbital energy   -10.7 eV
HOMO-LUMO gap   6.90 eV
Energy relative to the best compared isomer or geometry (same formula, charge and spin)   0.979 eV

Atomic partial charges in e from the Mulliken method, atoms 1 to 6:
1 Ga 1.3733
2 C -1.2545
3 P 1.1856
4 C -1.6447
5 C 0.4949
6 C -0.8467

Molecular formula: C11H17Cl3HfO3
Method: DFT, ωB97M-V/def2-TZVPD

Structure (ORCA input):
```
! wB97M-V def2-TZVPD RIJCOSX def2/J DEFGRID3
* xyz -2 1
C -0.80 -1.65 0.52
C 0.61 -1.77 0.56
C 1.12 -1.51 -0.72
C 1.43 -2.21 1.72
C 0.03 -1.14 -1.57
C -1.17 -1.33 -0.81
C -2.55 -1.26 -1.36
C -1.68 -1.84 1.70
C 2.53 -1.72 -1.12
C 0.11 -0.71 -2.99
Hf 1.18 3.37 1.01
Cl 2.93 2.11 1.37
Cl -0.36 2.55 2.46
Cl 0.54 2.94 -1.17
H 0.79 -2.45 2.58
H 2.14 -1.43 2.03
H 2.01 -3.09 1.47
H 3.20 -1.02 -0.63
H 2.65 -1.62 -2.21
H 2.84 -2.74 -0.85
H 0.82 0.12 -3.09
H -0.86 -0.37 -3.33
H 0.45 -1.54 -3.64
H -2.53 -1.02 -2.43
H -3.15 -0.50 -0.84
H -3.06 -2.22 -1.26
H -1.57 -1.00 2.40
H -1.40 -2.75 2.24
H -2.73 -1.91 1.41
O -3.60 1.93 0.82
H -3.25 2.11 1.73
O -0.18 5.24 0.96
C 0.79 6.01 1.00
O 1.98 5.35 1.02
H 0.73 7.08 1.02
*
```

Properties
Highest occupied orbital energy   0.8 eV
HOMO-LUMO gap   3.43 eV

Atomic partial charges in e from the Mulliken method, atoms 1 to 6:
1 C 0.1380
2 C 0.5965
3 C 0.4929
4 C -1.3789
5 C 0.4746
6 C 0.3557